Below is a 15-piece molecular cluster, C39H116N8O15 overall in a non-equilibrium geometry, with properties calculated with ωB97M-V with the def2-TZVPD basis set.

ORCA input file:
```
! wB97M-V def2-TZVPD RIJCOSX def2/J DEFGRID3
* xyz 0 1
C -1.823 19.658 -19.304
C -1.967 18.168 -19.633
C -1.034 17.638 -20.715
O -1.311 18.242 -21.949
C -0.424 17.809 -22.961
N -1.748 17.372 -18.427
H -0.814 19.822 -18.912
H -2.553 19.849 -18.521
H -1.839 20.305 -20.185
H -2.980 17.990 -20.014
H -1.082 16.539 -20.694
H 0.016 17.784 -20.403
H 0.593 18.214 -22.983
H -0.915 18.145 -23.876
H -0.332 16.719 -22.977
H -2.329 17.677 -17.650
H -0.798 17.532 -18.074
C -3.422 25.931 -23.375
C -4.847 25.593 -23.787
C -5.939 25.980 -22.784
O -5.724 25.151 -21.648
C -6.520 25.537 -20.557
N -5.137 26.023 -25.164
H -3.366 26.891 -22.845
H -2.754 26.033 -24.228
H -3.096 25.252 -22.590
H -4.947 24.495 -23.808
H -6.877 25.792 -23.315
H -5.847 27.013 -22.432
H -6.508 24.724 -19.827
H -7.578 25.680 -20.800
H -6.127 26.441 -20.077
H -5.930 25.483 -25.501
H -4.352 25.656 -25.696
C 1.557 19.509 -16.870
C 1.739 18.153 -17.537
C 3.193 17.726 -17.392
O 3.352 16.415 -17.877
C 4.589 15.803 -17.582
N 0.845 17.202 -16.855
H 1.777 19.433 -15.803
H 0.508 19.800 -16.931
H 2.198 20.262 -17.332
H 1.436 18.191 -18.585
H 3.449 17.738 -16.319
H 3.909 18.448 -17.811
H 4.759 15.687 -16.507
H 5.420 16.341 -18.046
H 4.501 14.817 -18.036
H 0.926 16.306 -17.331
H 1.207 17.027 -15.920
C -8.348 25.546 -16.974
C -7.922 25.879 -15.546
C -8.961 25.410 -14.532
O -10.251 25.868 -14.893
C -11.251 25.633 -13.943
N -6.668 25.169 -15.269
H -9.289 25.999 -17.290
H -8.554 24.487 -17.161
H -7.542 25.872 -17.635
H -7.744 26.942 -15.374
H -8.686 25.746 -13.525
H -8.968 24.310 -14.501
H -11.235 24.586 -13.624
H -12.214 25.904 -14.380
H -11.175 26.300 -13.074
H -6.326 25.387 -14.336
H -6.901 24.186 -15.364
C -5.058 28.210 -15.736
C -5.587 29.449 -15.060
C -4.799 29.831 -13.799
O -4.989 28.735 -12.884
C -4.100 28.812 -11.786
N -5.577 30.632 -15.961
H -5.097 27.411 -14.992
H -4.012 28.235 -16.045
H -5.704 27.909 -16.561
H -6.607 29.303 -14.682
H -5.195 30.671 -13.225
H -3.758 29.926 -14.126
H -3.069 28.849 -12.143
H -4.275 27.988 -11.097
H -4.263 29.734 -11.215
H -6.326 30.435 -16.621
H -5.884 31.432 -15.415
C -2.182 22.001 -16.794
C -2.002 23.181 -15.853
C -3.072 24.242 -16.066
O -2.918 24.791 -17.371
C -3.975 25.689 -17.696
N -2.058 22.654 -14.475
H -1.751 22.170 -17.785
H -3.207 21.669 -16.967
H -1.568 21.167 -16.446
H -0.986 23.565 -15.978
H -3.063 25.052 -15.328
H -4.058 23.770 -15.963
H -3.902 26.619 -17.132
H -4.898 25.151 -17.480
H -3.912 25.955 -18.751
H -3.049 22.587 -14.212
H -1.729 23.342 -13.789
C -1.400 30.549 -19.300
C -2.757 30.453 -18.638
C -3.421 29.094 -18.908
O -3.699 28.981 -20.294
C -4.149 27.704 -20.629
N -2.694 30.555 -17.176
H -0.639 29.916 -18.853
H -1.060 31.574 -19.468
H -1.566 30.271 -20.348
H -3.482 31.203 -18.976
H -4.390 29.048 -18.398
H -2.781 28.308 -18.493
H -4.408 27.620 -21.685
H -5.044 27.430 -20.052
H -3.439 26.879 -20.475
H -2.258 31.416 -16.871
H -3.629 30.520 -16.768
C -2.114 17.354 -14.713
C -2.768 18.730 -14.965
C -4.182 18.738 -15.554
O -4.170 18.119 -16.831
C -5.433 17.757 -17.340
N -2.738 19.502 -13.724
H -2.803 16.640 -14.255
H -1.234 17.582 -14.117
H -1.844 16.880 -15.658
H -2.167 19.202 -15.760
H -4.496 19.775 -15.709
H -4.784 18.152 -14.849
H -6.209 18.523 -17.243
H -5.713 16.815 -16.857
H -5.302 17.564 -18.405
H -3.314 20.325 -13.850
H -1.782 19.818 -13.592
C -2.300 23.718 -20.186
O -1.103 24.120 -19.539
H -2.061 23.419 -21.204
H -2.701 22.854 -19.648
H -3.083 24.480 -20.213
H -1.315 24.367 -18.628
C 0.915 21.073 -12.582
O -0.081 20.606 -13.473
H 0.867 20.467 -11.678
H 1.903 20.984 -13.038
H 0.717 22.113 -12.309
H -0.579 21.329 -13.887
C -6.672 21.933 -17.188
O -6.934 22.142 -15.796
H -7.579 22.065 -17.779
H -5.838 22.512 -17.570
H -6.377 20.885 -17.305
H -7.571 21.492 -15.485
C -0.267 25.720 -13.820
O -0.645 24.693 -12.911
H -0.097 26.644 -13.260
H 0.622 25.514 -14.420
H -1.122 25.919 -14.466
H -0.044 24.706 -12.161
C 1.534 22.201 -16.570
O 2.720 21.898 -17.289
H 0.814 21.411 -16.800
H 1.588 22.193 -15.477
H 1.103 23.112 -16.997
H 3.271 22.685 -17.268
C -5.266 25.100 -11.983
O -6.153 26.128 -12.371
H -5.902 24.282 -11.633
H -4.676 24.689 -12.809
H -4.595 25.330 -11.148
H -5.650 26.856 -12.777
C -5.342 21.117 -12.837
O -4.970 21.976 -13.893
H -5.304 20.056 -13.104
H -4.706 21.247 -11.966
H -6.396 21.252 -12.561
H -5.667 21.972 -14.583
*
```

## Properties
Kohn-Sham gap: 8.353 eV
calculated total energy: -3121.83396 hartree
highest occupied orbital energy: -8.14 eV
energy above the lowest of the compared OMol25 structures with the same formula, charge and spin: 1.172 eV